The following is a DFT calculation (the ωB97M-V functional and the def2-TZVPD basis) of a molecular structure, C41H31IrN8O4Se at a distorted geometry.

The geometry in XYZ format:
```
86
Properties=species:S:1:pos:R:3:lowdin_charge:R:1
Ir 0.259 -0.835 2.386 1.330
O -2.864 -3.545 2.777 0.104
C -1.730 -3.174 2.560 -0.476
N -0.922 -2.455 3.389 0.003
C -0.807 -2.614 4.713 -0.190
C -1.378 -3.662 5.459 0.001
C -1.118 -3.773 6.802 -0.051
C -0.296 -2.839 7.454 -0.052
C 0.275 -1.799 6.765 0.007
C 0.054 -1.666 5.381 -0.185
N 0.506 -0.671 4.599 0.010
C 1.034 0.496 5.068 -0.424
O 1.600 0.677 6.127 0.107
C 0.711 1.631 4.141 -0.192
C 1.115 2.919 4.462 0.029
C 0.669 3.971 3.681 -0.019
C -0.215 3.697 2.648 -0.024
C -0.575 2.380 2.405 -0.115
N -0.099 1.367 3.113 0.011
C -0.964 -3.519 1.312 -0.256
C -1.337 -4.628 0.563 0.006
C -0.503 -5.050 -0.458 -0.033
C 0.687 -4.368 -0.669 -0.044
C 0.967 -3.251 0.107 -0.139
N 0.152 -2.827 1.061 -0.002
H -2.024 -4.366 4.961 0.111
H -1.554 -4.579 7.372 0.112
H -0.114 -2.938 8.512 0.111
H 0.905 -1.075 7.259 0.106
H 1.755 3.051 5.321 0.126
H 0.973 4.984 3.893 0.117
H -0.634 4.483 2.041 0.104
H -1.287 2.128 1.632 0.114
H -2.256 -5.132 0.812 0.127
H -0.755 -5.912 -1.056 0.116
H 1.387 -4.700 -1.419 0.112
H 1.878 -2.684 -0.037 0.120
O 2.269 0.458 1.688 -0.005
C 1.599 0.922 0.768 -0.602
N 1.824 2.038 0.050 0.181
C 0.756 2.260 -0.902 -0.260
C -0.182 1.097 -0.520 -0.482
O -1.287 0.922 -1.016 -0.095
N 0.435 0.315 0.359 0.051
C 1.192 1.984 -2.335 -0.139
C 2.516 1.701 -2.636 -0.025
C 2.901 1.491 -3.949 -0.081
C 1.963 1.540 -4.966 -0.089
C 0.636 1.797 -4.665 -0.060
C 0.249 2.021 -3.356 -0.015
C 0.129 3.635 -0.796 -0.156
C 0.964 4.746 -0.757 -0.024
C 0.422 6.017 -0.702 -0.064
C -0.952 6.191 -0.693 -0.075
C -1.786 5.088 -0.753 -0.061
C -1.248 3.814 -0.802 -0.038
H 2.501 2.738 0.309 0.162
H 3.252 1.669 -1.848 0.113
H 3.938 1.295 -4.174 0.110
H 2.268 1.394 -5.990 0.109
H -0.101 1.836 -5.453 0.110
H -0.781 2.237 -3.121 0.118
H 2.037 4.618 -0.785 0.117
H 1.077 6.874 -0.670 0.109
H -1.375 7.182 -0.653 0.108
H -2.859 5.212 -0.756 0.111
H -1.907 2.961 -0.843 0.106
C -3.323 -2.180 -3.732 -0.005
N -1.970 -1.918 -3.324 -0.048
C -1.558 -1.573 -2.087 -0.616
Se -2.566 -1.252 -0.585 1.057
N -0.213 -1.453 -2.096 0.152
C 0.256 -1.662 -3.369 -0.160
C 1.529 -1.622 -3.914 -0.002
C 1.646 -1.886 -5.266 -0.065
C 0.527 -2.169 -6.051 -0.059
C -0.749 -2.218 -5.518 0.013
C -0.869 -1.970 -4.156 -0.142
H -3.994 -1.990 -2.896 0.063
H -3.427 -3.220 -4.049 0.112
H -3.597 -1.528 -4.562 0.110
H 0.301 -1.108 -1.293 0.111
H 2.388 -1.388 -3.309 0.118
H 2.620 -1.865 -5.731 0.116
H 0.666 -2.342 -7.106 0.113
H -1.613 -2.435 -6.128 0.118
```

As for the expectation value of S²: 8.780. Its energy relative to the best compared isomer or geometry (same formula, charge and spin) is 1.759 eV. The multiplicity is 6. The HOMO-LUMO gap (spin up / spin down) comes out at 7.099 / 5.572 eV. For the HOMO energy (spin up / spin down), the calculation gives -9.7 / -10.5 eV. For the LUMO energy (spin up / spin down), the calculation gives -0.0950 / -0.1795 Ha. The net charge is +1.